Entry 1:
{"formula": "C10H34N10O7", "method": "ωB97M-V/def2-TZVPD", "relative_energy_kcal_mol": 79.8, "multiplicity": 1, "smiles": "NC(N)=O.NC(N)=O.NC(N)=O.NC(N)=O.NC(N)=O.CC(C)O.CCO", "homo_energy_ev": -9.0, "species": ["N", "C", "N", "O", "H", "H", "H", "H", "N", "C", "N", "O", "H", "H", "H", "H", "N", "C", "N", "O", "H", "H", "H", "H", "N", "C", "N", "O", "H", "H", "H", "H", "N", "C", "N", "O", "H", "H", "H", "H", "C", "C", "C", "O", "H", "H", "H", "H", "H", "H", "H", "H", "C", "C", "O", "H", "H", "H", "H", "H", "H"], "positions_angstrom": [[-1.374266, -3.962700, -3.403078], [-0.120916, -3.683130, -3.598858], [0.107364, -2.900790, -4.659108], [0.671254, -4.132420, -2.864128], [-2.053406, -3.744310, -4.118038], [-1.559936, -4.533310, -2.590658], [-0.594326, -2.640230, -5.337218], [1.064694, -2.632660, -4.837268], [3.987104, 2.754370, 2.555252], [3.514334, 2.075030, 1.541082], [2.662494, 1.164900, 1.862782], [3.731244, 2.327280, 0.407822], [3.389304, 2.684590, 3.366342], [4.649944, 3.513070, 2.483762], [2.234194, 0.681410, 1.086312], [2.475254, 0.875220, 2.812062], [-0.495686, 4.415370, -2.633758], [0.103474, 3.557220, -1.839208], [1.258514, 3.354290, -2.336418], [-0.378616, 3.079830, -0.878488], [-1.475166, 4.536810, -2.419328], [-0.159336, 4.823940, -3.494018], [1.531304, 3.999070, -3.064388], [1.987334, 2.859660, -1.842188], [-1.446046, -2.212350, 2.094142], [-1.057446, -1.520030, 3.141492], [-0.421736, -0.431540, 2.802212], [-1.374476, -1.763510, 4.300532], [-1.156536, -1.919400, 1.171932], [-2.044306, -3.009050, 2.259802], [-0.195976, -0.415700, 1.817892], [-0.091156, 0.237770, 3.482532], [3.333164, -2.791690, -1.669618], [3.289654, -3.519630, -0.616098], [2.248194, -4.229630, -0.573988], [4.009894, -3.388310, 0.322502], [2.570764, -2.816250, -2.331618], [4.170624, -2.254730, -1.844068], [1.589064, -4.075830, -1.323658], [2.030934, -4.794110, 0.234882], [-3.789956, 1.539590, 1.201972], [-4.118926, 2.090650, 2.570872], [-3.020726, 1.738100, 3.654962], [-4.211876, 3.486180, 2.496452], [-4.108896, 0.517000, 1.000312], [-2.754846, 1.583460, 0.863262], [-4.384126, 2.186090, 0.556142], [-5.082506, 1.752580, 2.952082], [-2.756366, 0.683180, 3.728222], [-3.407596, 2.162630, 4.581362], [-2.085896, 2.242220, 3.409892], [-3.371176, 3.832960, 2.188942], [-0.281566, -0.839950, -1.528408], [0.903974, -0.319350, -0.744868], [0.387684, 0.377460, 0.399342], [-1.022966, -1.391400, -0.950188], [0.072684, -1.514400, -2.307978], [-0.792856, -0.032240, -2.052118], [1.675424, 0.259100, -1.253158], [1.470564, -1.152070, -0.328158], [0.069164, 1.229670, 0.092922]], "forces_ev_per_angstrom": [[-3.8107, -0.5275, 0.1643], [-1.7539, 0.9944, -2.3594], [1.3197, 1.2329, -1.4442], [4.6968, -1.1620, 2.8664], [-0.2359, -0.2703, 0.6316], [-0.3855, 0.0358, -0.4611], [0.2251, -0.0655, 0.3460], [-0.2797, -0.1310, -0.1388], [1.1620, 1.6004, 3.4742], [0.0396, 0.9848, 0.1138], [-2.7124, -3.4603, 1.1688], [1.4896, 0.9691, -4.7792], [0.7140, 0.4774, 0.2323], [-0.4208, -0.2652, -0.2584], [-0.1897, 0.0225, 0.6151], [0.0855, -0.1539, -0.4134], [-4.3979, 2.8725, -1.2572], [-0.3745, 1.1983, -1.3877], [6.2149, -1.6834, -1.5203], [-1.9128, -2.2194, 3.8538], [0.1242, 0.3256, -0.2674], [-0.0217, -0.3678, 0.4145], [0.5297, -0.5653, 0.3019], [-0.0308, 0.1386, 0.1241], [-0.9675, -2.3076, -2.1220], [-1.0912, 0.5744, 3.4463], [1.6758, 1.7644, -0.8790], [-0.1553, -0.7492, 0.2996], [-0.3808, -0.4633, 0.1637], [0.2874, 0.1921, -0.3064], [0.5362, 1.3174, 0.3973], [-0.1015, -0.3997, -0.2954], [1.2169, 3.5196, -5.0203], [1.1153, 1.0482, 2.6856], [-5.4912, -4.1230, 0.1046], [3.4674, 0.0690, 2.6062], [0.5342, -0.0184, -0.1687], [-0.4085, -0.0033, -0.0216], [-0.3349, -0.9583, 0.4113], [0.0749, 0.3402, -0.2712], [-0.8404, -0.1037, -0.8123], [2.1877, -1.0542, 1.2561], [-0.9805, 0.3925, -0.7461], [-0.4904, 0.8989, 0.0798], [-0.1247, -0.1154, 0.3749], [0.2100, 0.3518, 0.4494], [0.0708, -0.1729, -0.5182], [-0.0450, -0.0985, -0.2780], [-0.4372, -0.0661, 0.1604], [0.2933, -0.3151, 0.2383], [0.0128, 0.2478, -0.1668], [0.1592, 0.0257, -0.0303], [0.5386, 0.0965, -1.3252], [-0.5302, -0.8130, 1.2315], [0.5577, -0.0433, -0.7922], [0.2460, 0.1308, 0.3150], [-0.0041, -0.0778, -0.0741], [-0.1233, 0.1319, 0.1213], [-0.4383, 0.3100, -0.5007], [-0.0393, -0.2316, 0.0617], [-0.2746, 0.7231, -0.0937]], "nbo_charge": [-0.820, 0.775, -0.842, -0.691, 0.388, 0.416, 0.397, 0.407, -0.831, 0.751, -0.820, -0.699, 0.377, 0.408, 0.422, 0.384, -0.843, 0.759, -0.806, -0.684, 0.398, 0.389, 0.377, 0.420, -0.839, 0.750, -0.846, -0.696, 0.382, 0.409, 0.409, 0.403, -0.838, 0.729, -0.828, -0.687, 0.386, 0.404, 0.407, 0.402, -0.652, 0.102, -0.635, -0.719, 0.211, 0.211, 0.215, 0.176, 0.228, 0.211, 0.187, 0.460, -0.616, -0.097, -0.771, 0.201, 0.200, 0.211, 0.187, 0.194, 0.515]}


Entry 2:
{"formula": "C10H34N14O12Zn2", "method": "ωB97M-V/def2-TZVPD", "multiplicity": 2, "charge": 1, "homo_energy_ev": [-6.6, -11.1], "species": ["Zn", "Zn", "C", "O", "O", "O", "C", "O", "N", "N", "H", "H", "H", "H", "C", "O", "N", "N", "H", "H", "H", "H", "C", "O", "N", "N", "H", "H", "H", "H", "C", "O", "N", "N", "H", "H", "H", "H", "C", "O", "N", "N", "H", "H", "H", "H", "C", "O", "N", "N", "H", "H", "H", "H", "C", "O", "N", "N", "H", "H", "H", "H", "C", "C", "O", "O", "H", "H", "H", "H", "H", "H"], "positions_angstrom": [[0.454725, -0.653483, -2.401013], [-0.777515, 1.870827, 2.418797], [-0.185165, 0.672787, 0.420037], [-0.145985, 1.893187, 0.509897], [0.332035, 0.074567, -0.550973], [-0.714155, 0.039207, 1.283767], [0.959135, -3.701912, -1.759763], [0.863145, -2.500922, -1.946953], [1.358365, -4.298002, -0.600613], [0.668425, -4.612852, -2.628543], [1.789175, -3.733383, 0.117517], [1.439415, -5.303542, -0.551413], [0.313755, -4.354033, -3.538113], [0.869315, -5.568983, -2.372493], [-0.222155, 2.418268, -3.283183], [-0.124725, 1.182847, -3.186373], [-0.291755, 3.194458, -2.287663], [-0.056845, 3.097028, -4.336243], [-0.151185, 4.193948, -2.250783], [-0.490725, 2.559358, -1.527953], [-0.075285, 4.104828, -4.400153], [0.110845, 2.525778, -5.152113], [-3.999335, 1.737257, 1.315497], [-2.878945, 1.686737, 1.824737], [-4.284215, 0.890347, 0.339287], [-5.010335, 2.500947, 1.657817], [-5.219825, 0.890247, -0.041153], [-3.569795, 0.274257, -0.021453], [-5.757995, 2.746568, 1.024737], [-4.658785, 3.095837, 2.394447], [2.012625, -2.372683, 2.274407], [2.850235, -3.173883, 2.736307], [2.291055, -1.517003, 1.309837], [0.808035, -2.170242, 2.604957], [3.150005, -1.419453, 0.787557], [1.519255, -0.936223, 1.014697], [0.504575, -2.853513, 3.284037], [0.290505, -1.365203, 2.282187], [-2.561625, -1.643253, -2.874903], [-1.570755, -1.091543, -2.518283], [-2.627915, -2.854333, -3.192533], [-3.755635, -1.071243, -2.908333], [-1.820245, -3.460533, -3.209593], [-3.575615, -3.195472, -3.267243], [-4.612655, -1.601113, -2.978073], [-3.943855, -0.079013, -2.896243], [-2.655615, -2.883722, 0.843347], [-3.167825, -4.030002, 0.882737], [-1.432285, -2.678673, 0.700177], [-3.207235, -1.744893, 1.065287], [-0.701765, -3.347022, 0.899537], [-1.217635, -1.691923, 0.719087], [-4.132025, -1.778673, 1.469927], [-2.498235, -1.068543, 1.310187], [2.007035, 1.953068, 3.890507], [1.093165, 1.776677, 3.059357], [3.158505, 1.374637, 3.687207], [1.997805, 2.607208, 4.945897], [3.900995, 1.549487, 4.349197], [3.262795, 0.626657, 3.016577], [2.751155, 2.810838, 5.587077], [1.123845, 3.092638, 5.089567], [3.344355, 2.631188, -0.158003], [4.732655, 2.862587, -0.825823], [5.588215, 3.539647, 0.050967], [2.378695, 2.330067, -1.136673], [2.954045, 3.531197, 0.317117], [3.478485, 1.887967, 0.627957], [4.618325, 3.431038, -1.748793], [5.243385, 1.948707, -1.129293], [6.309765, 2.924598, 0.201567], [1.567825, 2.227767, -0.633053]], "forces_ev_per_angstrom": [[-1.7735, 1.4647, 1.7090], [-1.1320, 0.9421, 1.1623], [1.4840, 0.4122, -3.6112], [0.5982, 4.6800, -0.7228], [1.8540, -1.8726, -3.1114], [-2.8647, -4.2350, 5.5685], [1.0002, -1.1335, 2.8582], [0.4210, 1.7002, -0.3854], [0.2469, 1.2994, 0.4391], [-1.0879, -1.7507, -2.9464], [0.0303, -0.0802, 0.0842], [0.0756, 0.3925, 0.2379], [0.2829, -0.3764, 0.1157], [-0.3582, 0.1194, -0.7372], [1.8582, -0.8805, 0.5245], [-0.2856, -1.7658, -0.7727], [-1.5795, 0.2192, 5.4485], [0.5942, 0.5528, -6.9530], [-0.1740, -0.5569, 0.1793], [0.2052, 1.3059, 1.7958], [-0.0780, -0.4806, -0.0066], [0.0756, 0.7024, -0.3738], [1.7200, -1.8350, -0.9806], [-0.6664, 0.6760, 0.5626], [-0.7482, -1.0554, -2.0829], [-0.3531, 1.8481, 1.8414], [0.3552, -0.3685, -0.1072], [-0.3224, 0.0546, 0.0920], [0.2753, 0.1291, 0.3969], [-1.0118, 0.6982, -0.0169], [5.5767, -1.3754, -0.0710], [-1.3145, 0.2362, -0.3964], [1.4496, 2.5374, -3.2815], [-4.7540, -1.5318, 3.2779], [-0.0513, -0.3383, 0.5421], [0.4540, 0.1221, -0.6013], [-0.7824, 0.6170, 0.1876], [-0.4795, -0.1684, 0.3218], [-1.6299, 2.2800, 0.7702], [3.9479, 2.6774, 0.6935], [-0.3729, -6.2076, -1.7375], [-3.1245, 2.2679, 0.1016], [-0.5010, 0.0669, 0.3563], [0.6837, -0.9280, -0.3390], [0.3653, -0.0608, -0.1217], [0.7554, -0.1530, 0.2484], [-3.5444, -6.8572, 1.0050], [-0.2255, 1.4082, -0.3273], [7.8455, 0.4355, -1.7265], [-4.0425, 3.6386, 0.5533], [-0.4624, 0.0105, -0.2981], [1.5371, -0.3714, -0.1604], [0.2067, 0.5121, -0.0039], [-1.2483, 0.9355, 0.6875], [0.0522, -3.3485, -4.8029], [0.5692, 0.0330, 0.4077], [3.3116, -1.8059, -0.9643], [-2.7627, 4.9162, 5.6450], [0.0124, -0.4229, -0.3545], [-0.0750, 0.2512, 0.0764], [-0.1190, -0.3345, -0.4217], [0.1167, 0.2520, 0.4541], [0.9244, 0.7604, -0.4723], [-1.0759, -0.0633, -0.2817], [0.5079, 0.0727, 0.5261], [0.3642, -0.7661, -0.3780], [0.7874, 0.3590, 0.3707], [-0.2748, -0.4139, 0.0144], [-0.2605, 0.2450, -0.0110], [-0.5238, -0.4699, -0.0291], [0.1935, 0.4076, 0.3189], [-0.6779, -0.2313, 0.0136]], "lowdin_spin": [0.004, 0.463, 0.015, 0.062, 0.003, 0.046, 0.000, 0.001, 0.000, 0.000, 0.000, 0.000, 0.000, 0.000, 0.001, 0.001, 0.001, 0.000, 0.000, 0.001, 0.000, 0.000, 0.016, 0.147, 0.002, 0.001, 0.001, 0.001, 0.000, 0.002, 0.001, 0.000, 0.001, 0.001, 0.000, 0.001, 0.000, 0.001, 0.000, 0.000, 0.000, 0.000, 0.000, 0.000, 0.000, 0.000, 0.001, 0.000, 0.000, 0.001, 0.000, 0.001, 0.000, 0.001, 0.025, 0.161, 0.004, 0.006, 0.001, 0.001, 0.000, 0.017, 0.001, 0.000, 0.000, 0.001, 0.001, 0.001, 0.000, 0.000, 0.000, 0.001]}